Entry 1:
This record from the OMol25 dataset describes an isolated molecule of C2H4O2S. The level of theory is the ωB97M-V functional and the def2-TZVPD basis.

Total energy   -627.2675 Eh
LUMO energy   0.4 eV
Kohn-Sham gap   10.339 eV
Energy above the lowest of the compared OMol25 structures with the same formula, charge and spin   0.453 eV
SMILES   O=C(O)CS
Strongest force on any atom   0.0939 hartree/bohr

The geometry in ORCA input format:
```
! RIJCOSX wB97M-V def2-TZVPD def2/J DEFGRID3
* xyz 0 1
C 0.29 0.57 -0.09
C -0.36 -0.24 0.94
H -0.91 0.19 -2.01
H -0.14 1.57 -0.14
H 1.28 0.82 0.30
H 0.60 -1.66 0.14
O -0.10 -1.49 0.88
O -1.12 0.20 1.76
S 0.45 0.05 -1.78
*
```

Entry 2:
This record from the OMol25 dataset describes a structure of composition C39H43BiN8O5S2. The level of theory is the ωB97M-V functional and the def2-TZVPD basis.

Total energy   -3336.6901 Eh
LUMO energy   -6.3 eV
Kohn-Sham gap   4.720 eV
Energy above the lowest of the compared OMol25 structures with the same formula, charge and spin   1.252 eV
Strongest force on any atom   0.0054 hartree/bohr

The geometry in ORCA input format:
```
! RIJCOSX wB97M-V def2-TZVPD def2/J DEFGRID3
* xyz 2 1
Bi -0.69 0.07 0.00
C 4.36 1.34 5.26
C 3.56 1.27 3.99
C 3.82 2.04 2.90
C 3.06 1.95 1.71
C 3.45 2.85 0.66
N 3.39 2.70 -0.63
C 3.20 1.46 -1.39
C 4.54 1.01 -1.98
C 4.60 -0.49 -2.27
N 4.51 -1.20 -0.99
C 3.50 -1.89 -0.58
C 2.50 -2.52 -1.40
C 2.79 -3.41 -2.44
C 1.80 -4.21 -2.97
C 2.09 -5.23 -4.04
C 0.52 -4.10 -2.42
C 0.18 -3.16 -1.46
C -1.17 -3.14 -0.89
N -1.67 -2.13 -0.30
C -2.94 -2.27 0.44
C -2.84 -1.54 1.77
C -1.54 -1.74 2.54
N -0.50 -0.76 2.15
C 0.46 -0.55 2.96
C 1.61 0.34 2.79
C 2.45 0.42 3.90
C 1.88 1.15 1.65
O 1.10 1.26 0.62
C 1.18 -2.31 -0.95
O 1.00 -1.35 -0.09
H 5.31 1.85 5.09
H 4.58 0.35 5.65
H 3.82 1.89 6.03
H 4.65 2.74 2.93
H 3.88 3.80 0.97
H 3.67 3.50 -1.18
H 2.46 1.65 -2.17
H 2.76 0.72 -0.72
H 5.35 1.26 -1.29
H 4.75 1.54 -2.91
H 5.53 -0.75 -2.77
H 3.77 -0.83 -2.89
H 5.19 -0.91 -0.29
H 3.43 -2.03 0.50
H 3.82 -3.53 -2.77
H 3.12 -5.16 -4.38
H 1.44 -5.09 -4.90
H 1.93 -6.24 -3.67
H -0.26 -4.78 -2.78
H -1.73 -4.07 -0.93
H -3.14 -3.34 0.59
H -3.75 -1.86 -0.16
H -3.63 -1.91 2.43
H -3.04 -0.47 1.66
H -1.14 -2.75 2.39
H -1.76 -1.65 3.61
H 0.43 -1.07 3.92
H 2.20 -0.19 4.76
C -0.88 -1.72 -5.06
N -1.67 -0.59 -4.58
C -2.88 -0.21 -5.13
C -3.25 0.92 -4.52
N -2.28 1.23 -3.58
C -1.30 0.28 -3.62
S 0.17 0.17 -2.75
C -2.20 2.49 -2.90
C -2.81 3.61 -3.47
C -2.65 4.82 -2.82
C -1.89 4.87 -1.66
C -1.35 3.69 -1.18
N -1.52 2.51 -1.77
H -1.56 -2.46 -5.47
H -0.32 -2.13 -4.22
H -0.18 -1.38 -5.83
H -3.36 -0.78 -5.91
H -4.15 1.51 -4.64
H -3.36 3.56 -4.39
H -3.10 5.71 -3.23
H -1.72 5.81 -1.14
H -0.78 3.68 -0.26
N -2.95 3.13 1.64
C -3.28 2.15 2.61
C -2.31 1.76 3.53
C -2.58 0.75 4.44
C -3.82 0.12 4.45
C -4.80 0.56 3.57
C -4.54 1.56 2.65
S -4.05 -1.34 5.46
O -5.46 -1.38 5.74
O -3.60 -2.40 4.54
O -3.14 -1.14 6.57
H -2.26 3.78 1.99
H -3.75 3.65 1.31
H -1.34 2.26 3.55
H -1.85 0.45 5.18
H -5.78 0.09 3.62
H -5.31 1.90 1.97
*
```

Entry 3:
This record from the OMol25 dataset describes the ion C8H14N2P with charge +1. The level of theory is the ωB97M-V functional and the def2-TZVPD basis.

Total energy   -763.7507 Eh
LUMO energy   -5.1 eV
Kohn-Sham gap   8.004 eV
Energy above the lowest of the compared OMol25 structures with the same formula, charge and spin   1.226 eV
SMILES   CP[C@@]1(C)C=CC=NC(C)=[NH+]1
Strongest force on any atom   0.0800 hartree/bohr

The geometry in ORCA input format:
```
! RIJCOSX wB97M-V def2-TZVPD def2/J DEFGRID3
* xyz 1 1
C 1.49 1.92 0.59
C 0.18 1.71 0.79
C 2.40 1.14 -0.22
C 1.56 -1.02 0.21
C -0.59 0.38 0.03
C 2.14 -2.23 0.72
C -0.43 0.59 -1.44
C -3.47 -0.58 -0.35
N 2.39 -0.13 -0.28
N 0.25 -0.81 0.35
P -2.23 0.06 0.91
H 1.77 2.97 0.82
H -0.36 2.22 1.55
H 3.30 1.61 -0.64
H 3.24 -2.25 0.79
H 1.86 -2.99 0.04
H 1.65 -2.64 1.64
H -0.77 -0.34 -1.99
H 0.56 0.86 -1.61
H -1.02 1.47 -1.80
H -2.94 -0.55 -1.25
H -4.25 0.24 -0.21
H -3.93 -1.55 0.02
H -0.23 -1.55 0.69
H -2.58 1.46 0.65
*
```

Entry 4:
This record from the OMol25 dataset describes a structure of composition C26H30InN3O5P2S. The level of theory is the ωB97M-V functional and the def2-TZVPD basis.

Total energy   -2819.8255 Eh
LUMO energy   -7.0 eV
Kohn-Sham gap   7.346 eV
Strongest force on any atom   0.0246 hartree/bohr

The geometry in ORCA input format:
```
! RIJCOSX wB97M-V def2-TZVPD def2/J DEFGRID3
* xyz 2 1
In 0.16 -0.08 -0.29
O 0.52 -2.12 0.84
C -0.36 -1.67 1.62
O -0.48 -0.44 1.85
C -1.53 -2.57 1.88
C -1.89 -3.27 3.01
C -3.05 -4.04 2.97
C -3.84 -4.08 1.83
C -3.49 -3.37 0.70
C -2.31 -2.62 0.71
P -1.81 -1.74 -0.79
C -1.13 -2.88 -2.01
C -0.97 -4.23 -1.73
C -0.44 -5.06 -2.71
C -0.07 -4.55 -3.94
C -0.22 -3.19 -4.21
C -0.74 -2.35 -3.24
C -3.28 -0.94 -1.46
C -3.82 0.11 -0.70
C -4.98 0.72 -1.13
C -5.60 0.31 -2.30
C -5.06 -0.72 -3.05
C -3.89 -1.35 -2.64
H -1.29 -3.22 3.90
H -3.34 -4.61 3.85
H -4.75 -4.68 1.82
H -4.11 -3.39 -0.19
H -1.26 -4.63 -0.77
H -0.31 -6.12 -2.50
H 0.32 -5.20 -4.71
H 0.07 -2.79 -5.17
H -0.85 -1.29 -3.43
H -3.34 0.41 0.22
H -5.42 1.52 -0.54
H -6.52 0.78 -2.63
H -5.54 -1.05 -3.97
H -3.48 -2.17 -3.22
C -2.26 4.26 0.63
O -1.24 3.92 -0.35
P -0.46 2.55 -0.48
O -1.20 1.74 -1.68
C -1.65 2.36 -2.91
O 0.85 3.04 -1.24
C 1.89 3.71 -0.49
H -2.44 5.33 0.51
H -1.91 4.06 1.64
H -3.18 3.72 0.43
H -2.62 1.94 -3.15
H -0.93 2.14 -3.70
H -1.72 3.44 -2.80
H 2.70 3.90 -1.18
H 2.24 3.08 0.33
H 1.52 4.66 -0.10
C 4.12 2.15 -3.93
C 4.77 1.47 -2.72
C 3.89 0.40 -2.16
N 2.74 0.60 -1.63
N 2.12 -0.56 -1.24
C 2.82 -1.66 -1.46
N 2.39 -2.89 -1.16
S 4.33 -1.30 -2.22
H 4.75 2.96 -4.28
H 3.14 2.55 -3.66
H 3.99 1.44 -4.75
H 4.95 2.21 -1.94
H 5.74 1.05 -3.00
H 1.63 -2.97 -0.49
H 3.02 -3.66 -1.23
*
```

Entry 5:
This record from the OMol25 dataset describes a structure of composition C34H43IN4O3Si2Sn. The level of theory is the ωB97M-V functional and the def2-TZVPD basis.

Total energy   -2857.2134 Eh
LUMO energy   4.4 eV
Kohn-Sham gap   5.321 eV
Energy above the lowest of the compared OMol25 structures with the same formula, charge and spin   0.000 eV
Strongest force on any atom   0.0094 hartree/bohr

The geometry in ORCA input format:
```
! RIJCOSX wB97M-V def2-TZVPD def2/J DEFGRID3
* xyz -2 1
Sn -0.89 0.29 0.34
C 0.52 4.67 -0.52
Si 1.51 3.14 0.07
C 3.35 3.61 -0.08
C 1.28 2.95 1.92
N 1.11 1.69 -0.74
C 1.56 1.42 -1.98
C 2.13 2.39 -2.85
C 2.77 2.06 -4.04
C 2.85 0.73 -4.45
C 2.20 -0.22 -3.68
C 1.51 0.10 -2.52
N 0.79 -0.91 -1.81
Si -0.42 -1.87 -2.79
C -0.48 -1.21 -4.55
C 0.31 -3.61 -2.86
C -2.21 -2.11 -2.28
H 1.19 5.45 -0.89
H -0.09 5.08 0.28
H -0.15 4.37 -1.33
H 3.62 4.23 0.78
H 3.61 4.15 -0.99
H 3.96 2.70 -0.05
H 1.15 3.92 2.41
H 2.18 2.48 2.34
H 0.43 2.31 2.18
H 2.08 3.43 -2.56
H 3.21 2.85 -4.64
H 3.36 0.45 -5.36
H 2.22 -1.27 -3.98
H 0.40 -1.42 -5.15
H -0.66 -0.14 -4.53
H -1.34 -1.69 -5.03
H 1.30 -3.62 -3.33
H -0.36 -4.25 -3.45
H 0.39 -4.05 -1.87
H -2.71 -1.17 -2.07
H -2.35 -2.78 -1.45
H -2.69 -2.54 -3.17
C -3.61 4.29 -0.31
C -2.58 3.19 -0.34
N -1.90 2.82 0.68
O -2.24 3.46 1.88
C -2.32 2.50 -1.60
C -2.72 3.12 -2.91
N -1.73 1.34 -1.57
O -1.46 0.71 -2.66
H -3.82 4.59 0.71
H -4.52 3.95 -0.80
H -3.23 5.15 -0.87
H -1.78 2.91 2.51
H -2.41 4.17 -2.96
H -3.80 3.08 -3.07
H -2.23 2.56 -3.71
I -3.89 -0.20 1.02
C -0.61 -2.08 0.31
C -1.30 -2.93 1.15
C -0.66 -3.97 1.85
C 0.70 -4.12 1.80
C 1.48 -3.28 0.97
C 2.89 -3.32 0.94
C 3.57 -2.44 0.14
C 2.90 -1.58 -0.75
C 1.53 -1.59 -0.82
C 0.79 -2.34 0.16
H -2.36 -2.77 1.32
H -1.24 -4.62 2.49
H 1.20 -4.87 2.41
H 3.42 -4.02 1.58
H 4.66 -2.44 0.15
H 3.48 -0.96 -1.43
C 1.41 -0.47 3.66
C -0.07 -0.32 3.92
O -0.65 0.71 3.65
C -0.83 -1.50 4.44
C -2.22 -1.45 4.37
C -2.98 -2.52 4.82
C -2.35 -3.64 5.35
C -0.96 -3.70 5.42
C -0.21 -2.63 4.95
H 1.80 0.49 3.34
H 1.55 -1.20 2.86
H 1.95 -0.83 4.54
H -2.70 -0.59 3.91
H -4.06 -2.49 4.72
H -2.94 -4.49 5.69
H -0.47 -4.58 5.80
H 0.87 -2.69 4.97
*
```